DFT (ωB97M-V/def2-TZVPD) results for one molecule with the formula C4H8N4 at a distorted geometry.

Bonds (Å) are listed after each position.
Cartesian coordinates (Å):
1 H -0.563 -0.246 -3.018  N2 1.006
2 N -0.784 0.145 -2.118  H1 1.006, C3 1.254
3 C -0.388 -0.557 -1.156  N2 1.254, N4 1.365, C5 1.404
4 N 0.319 -1.718 -1.276  C3 1.365, H10 0.998, H11 1.079
5 C -0.524 -0.269 0.211  C3 1.404, C6 1.474, N9 1.461, H12 1.067
6 C -0.704 1.162 0.515  C5 1.474, N7 1.526, H13 1.024, H14 1.018
7 N 0.130 1.409 1.769  C6 1.526, C8 1.436, H15 1.111
8 C 1.065 0.341 1.553  N7 1.436, N9 1.232, H16 1.165
9 N 0.818 -0.536 0.723  C5 1.461, C8 1.232
10 H 0.444 -2.019 -2.220  N4 0.998
11 H 1.064 -2.113 -0.604  N4 1.079
12 H -1.249 -0.800 0.785  C5 1.067
13 H -0.469 1.799 -0.253  C6 1.024
14 H -1.714 1.287 0.519  C6 1.018
15 H 0.628 2.391 1.920  N7 1.111
16 H 1.786 0.534 2.448  C8 1.165

The value obtained for the largest force on an atom is 6.32 eV Å⁻¹. As for the SMILES: [H]/N=C(\N)[C@@H]1CNC=N1. The calculation puts the energy above the lowest of the compared OMol25 structures with the same formula, charge and spin at 2.3421 eV. Its HOMO-LUMO gap is 9.986 eV.

natural (NBO) atomic charges, in units of e: number 1, H, carries 0.3328; number 2, N, carries -0.7138; number 3, C, carries 0.4490; number 4, N, carries -0.8414; number 5, C, carries -0.1669; number 6, C, carries -0.2380; number 7, N, carries -0.6425; number 8, C, carries 0.2823; number 9, N, carries -0.4913; number 10, H, carries 0.3676; number 11, H, carries 0.4406; number 12, H, carries 0.2211; number 13, H, carries 0.2089; number 14, H, carries 0.2053; number 15, H, carries 0.3937; number 16, H, carries 0.1925